C22H29N3P2Pm as an isolated structure in a non-equilibrium geometry, computed with ωB97M-V/def2-TZVPD.

XYZ file:
```
57
Properties=species:S:1:pos:R:3:lowdin_spin:R:1
C -1.538 2.989 -2.885 0.000
C -1.319 1.776 -2.240 0.000
C 0.037 1.357 -2.062 -0.001
C 1.084 2.291 -2.205 0.000
C 0.838 3.513 -2.831 0.000
C -0.465 3.837 -3.212 0.000
C 2.381 1.889 -1.566 -0.002
C 2.682 0.460 -1.928 0.000
C 1.603 -0.434 -1.776 -0.001
C 1.847 -1.837 -1.653 0.000
C 3.106 -2.300 -2.020 0.000
C 4.130 -1.410 -2.382 -0.001
C 3.942 -0.031 -2.279 0.000
H -2.562 3.288 -3.119 0.000
H 1.667 4.195 -3.028 0.000
H -0.669 4.766 -3.745 0.000
H 3.193 2.547 -1.870 0.000
H 3.296 -3.374 -2.014 0.000
H 5.089 -1.805 -2.714 0.000
H 4.757 0.669 -2.487 0.000
N 0.311 0.065 -1.625 -0.008
Pm 0.687 0.770 0.955 4.042
C -2.404 0.947 -1.611 0.000
H -2.366 -0.090 -1.964 0.000
H -3.404 1.369 -1.779 0.000
C 0.776 -2.705 -1.058 -0.001
H -0.154 -2.637 -1.639 0.000
H 1.090 -3.755 -0.999 0.000
P -2.118 0.881 0.228 -0.001
P 0.346 -2.113 0.659 -0.006
C 1.531 -3.145 1.594 -0.001
H 1.224 -3.200 2.646 0.000
H 1.565 -4.156 1.164 0.000
H 2.523 -2.684 1.533 0.000
C -1.209 -3.019 0.926 -0.001
H -1.037 -4.105 0.911 0.000
H -1.609 -2.724 1.903 0.000
H -1.934 -2.749 0.149 0.000
C -2.715 2.559 0.648 -0.001
H -3.722 2.675 0.228 0.000
H -2.741 2.691 1.737 0.000
H -2.047 3.316 0.217 0.000
C -3.507 -0.153 0.768 0.001
H -3.470 -0.261 1.860 0.000
H -4.446 0.337 0.470 0.000
H -3.433 -1.145 0.307 0.000
H 2.281 1.952 -0.387 -0.001
H 2.432 -0.020 1.217 -0.016
N 0.475 -0.554 3.962 0.002
C -0.327 -0.822 5.009 0.001
C -1.459 -0.023 4.867 0.000
C -1.273 0.723 3.707 0.001
N -0.083 0.376 3.119 -0.007
H 1.390 -0.948 3.754 0.001
H -0.050 -1.542 5.768 0.000
H -2.320 0.020 5.509 0.000
H -1.906 1.485 3.266 0.000
```

Summary:
Highest occupied orbital energy (alpha / beta) (eV): -9.24 / -9.28
2S+1: 5
Net charge: +1
Calculated total energy (Ha): -2310.8108
Maximum force (eV/A): 3.30
Kohn-Sham gap (alpha / beta) (eV): 6.045 / 6.174



A 2-piece molecular cluster, CH9N2O overall in a non-equilibrium geometry, computed with ωB97M-V/def2-TZVPD.

XYZ file:
```
13
Properties=species:S:1:pos:R:3:nbo_charge:R:1
N -0.099 2.005 -1.089 -0.459
H -0.393 3.000 -0.976 0.451
H 0.894 1.973 -1.361 0.442
H -1.030 0.292 0.187 0.418
H -0.656 1.873 -1.963 0.435
N -0.822 -0.463 0.847 -0.697
C 0.443 -1.123 0.191 0.111
O 1.188 -1.548 1.272 -0.607
H -1.591 -1.134 0.743 0.467
H -0.559 -0.262 1.816 0.488
H 0.007 -1.958 -0.356 0.235
H 0.957 -0.296 -0.320 0.182
H 1.661 -2.357 1.009 0.536
```

Summary:
Highest occupied orbital energy (alpha / beta) (eV): -20.95 / -20.18
2S+1: 2
Net charge: +2
Calculated total energy (Ha): -227.4158
Energy relative to the best compared isomer or geometry (same formula, charge and spin) (kcal/mol): 35.8
Maximum force (eV/A): 4.83
Kohn-Sham gap (alpha / beta) (eV): 12.659 / 4.404



A single C20H26N2O3S2 molecule in a non-equilibrium geometry, computed with ωB97M-V/def2-TZVPD.

XYZ file:
```
53
Properties=species:S:1:pos:R:3:nbo_charge:R:1
C -0.751 -1.179 -3.492 -0.418
N 0.403 -0.504 -2.944 -0.703
C 0.610 -0.475 -1.565 0.254
C -0.075 -1.335 -0.705 -0.288
C 0.091 -1.245 0.664 -0.165
C 0.952 -0.301 1.213 -0.167
C 1.185 -0.142 2.675 0.668
O 2.194 0.370 3.124 -0.627
N 0.199 -0.620 3.477 -0.622
C 0.214 -0.421 4.904 -0.240
C -0.864 0.569 5.333 -0.531
S -2.543 -0.035 4.930 0.140
C -3.212 -0.685 6.540 -0.104
C -3.437 0.477 7.497 -0.626
C -4.543 -1.328 6.163 -0.624
C -2.270 -1.724 7.130 -0.629
C 1.660 0.532 0.349 -0.139
C 1.485 0.462 -1.016 -0.255
S 1.668 -0.451 -4.068 2.309
O 1.660 -1.673 -4.820 -0.932
O 2.882 -0.058 -3.425 -0.918
C 1.100 0.878 -5.129 -0.250
C 0.812 2.105 -4.563 -0.211
C 0.389 3.141 -5.379 -0.207
C 0.261 2.938 -6.745 -0.186
C 0.552 1.703 -7.300 -0.208
C 0.976 0.663 -6.487 -0.218
H -1.640 -0.896 -2.929 0.214
H -0.636 -2.266 -3.493 0.205
H -0.861 -0.847 -4.523 0.220
H -0.735 -2.089 -1.103 0.218
H -0.438 -1.946 1.293 0.211
H -0.692 -0.876 3.081 0.402
H 0.068 -1.384 5.404 0.195
H 1.202 -0.028 5.158 0.243
H -0.748 1.505 4.788 0.232
H -0.815 0.770 6.400 0.221
H -4.087 1.220 7.042 0.221
H -2.500 0.960 7.768 0.207
H -3.906 0.116 8.411 0.209
H -5.196 -0.598 5.691 0.219
H -4.386 -2.148 5.466 0.218
H -5.036 -1.714 7.053 0.214
H -1.325 -1.281 7.435 0.208
H -2.072 -2.514 6.408 0.218
H -2.730 -2.173 8.010 0.212
H 2.346 1.247 0.778 0.238
H 2.048 1.111 -1.666 0.234
H 0.919 2.235 -3.498 0.230
H 0.161 4.106 -4.951 0.222
H -0.067 3.748 -7.379 0.219
H 0.452 1.549 -8.364 0.222
H 1.212 -0.312 -6.882 0.246
```

Summary:
Highest occupied orbital energy (eV): -8.60
Calculated total energy (Ha): -1909.3300
Energy relative to the best compared isomer or geometry (same formula, charge and spin) (kcal/mol): 15.5
Maximum force (eV/A): 1.17
Kohn-Sham gap (eV): 9.143



C56H53BaBr2Cl4GeN5O5Se2 as an isolated structure in a non-equilibrium geometry, computed with ωB97M-V/def2-TZVPD.

XYZ file:
```
129
Properties=species:S:1:pos:R:3:lowdin_charge:R:1
Ba -0.793 -0.542 -1.329 2.145
Se 1.766 2.549 -1.850 0.676
Se 1.947 2.112 0.430 0.675
C 2.221 0.185 0.656 -0.608
C 3.435 -0.213 1.189 -0.102
C 3.597 -1.564 1.509 -0.050
C 2.568 -2.454 1.276 -0.096
C 1.394 -1.966 0.724 -0.157
N 1.223 -0.674 0.421 -0.096
C -0.147 2.929 -1.966 -0.650
C -0.559 4.029 -2.704 -0.099
C -1.905 4.362 -2.689 -0.054
C -2.792 3.614 -1.930 -0.046
C -2.302 2.515 -1.248 -0.133
N -1.000 2.173 -1.283 -0.108
H 4.218 0.512 1.374 0.093
H 4.527 -1.907 1.950 0.114
H 2.655 -3.507 1.525 0.053
H 0.547 -2.635 0.529 0.126
H 0.162 4.619 -3.254 0.103
H -2.254 5.221 -3.252 0.113
H -3.842 3.873 -1.864 0.110
H -2.950 1.870 -0.653 0.089
C -1.642 0.559 -5.156 -0.007
C -2.736 -0.329 -4.609 -0.310
C -3.668 -0.946 -5.486 -0.012
C -4.667 -1.713 -4.980 -0.023
C -4.798 -1.893 -3.575 -0.189
C -5.847 -2.612 -2.942 -0.640
Br -7.216 -3.428 -3.966 0.757
C -5.899 -2.707 -1.589 -0.180
C -4.906 -2.099 -0.789 -0.597
Br -5.039 -2.274 1.092 0.786
C -3.844 -1.393 -1.323 -0.440
O -2.901 -0.820 -0.613 -0.514
C -3.815 -1.286 -2.779 -0.136
N -2.795 -0.520 -3.315 0.064
H -1.006 0.015 -5.865 0.080
H -1.006 0.937 -4.355 0.058
H -2.067 1.411 -5.694 0.089
H -3.563 -0.807 -6.557 0.117
H -5.377 -2.194 -5.640 0.080
H -6.704 -3.250 -1.110 0.092
Cl 3.118 -4.187 3.834 0.776
C 3.776 -3.659 5.362 -0.551
C 4.518 -4.560 6.106 -0.110
C 5.067 -4.158 7.311 -0.083
C 4.854 -2.865 7.764 -0.111
C 4.089 -1.988 7.014 -0.579
Cl 3.802 -0.403 7.664 0.726
C 3.529 -2.352 5.784 -0.301
N 2.731 -1.497 5.016 0.075
C 3.197 -0.247 4.542 -0.241
C 4.547 -0.014 4.295 -0.041
C 4.976 1.207 3.788 -0.088
C 4.054 2.203 3.493 -0.104
C 2.710 1.965 3.749 -0.076
C 2.267 0.760 4.291 -0.157
C 0.811 0.605 4.651 -0.043
C 0.068 -0.322 3.685 -0.505
O 0.510 -1.425 3.462 0.079
O -1.059 0.090 3.104 -0.130
H 4.674 -5.560 5.723 0.105
H 5.652 -4.852 7.901 0.108
H 5.255 -2.533 8.714 0.105
H 1.952 -1.889 4.503 0.079
H 5.264 -0.798 4.514 0.123
H 6.033 1.373 3.613 0.109
H 4.374 3.152 3.077 0.107
H 1.980 2.744 3.552 0.104
H 0.372 1.596 4.700 0.079
H 0.722 0.140 5.639 0.140
Cl 2.285 1.881 -6.040 0.701
C 1.770 0.550 -7.044 -0.578
C 1.247 0.857 -8.287 -0.122
C 0.844 -0.170 -9.128 -0.088
C 0.936 -1.484 -8.689 -0.111
C 1.431 -1.767 -7.425 -0.591
Cl 1.394 -3.413 -6.884 0.749
C 1.904 -0.770 -6.574 -0.316
N 2.412 -1.027 -5.314 0.075
C 3.446 -1.916 -4.966 -0.209
C 4.318 -2.368 -5.950 -0.057
C 5.362 -3.224 -5.649 -0.088
C 5.563 -3.631 -4.336 -0.094
C 4.701 -3.163 -3.353 -0.054
C 3.629 -2.313 -3.623 -0.113
C 2.819 -1.877 -2.380 -0.033
C 1.350 -1.473 -2.510 -0.755
O 1.059 -0.278 -2.823 -0.351
O 0.452 -2.325 -2.217 -0.260
H 1.180 1.897 -8.591 0.104
H 0.453 0.052 -10.115 0.106
H 0.605 -2.308 -9.313 0.104
H 2.201 -0.318 -4.624 0.088
H 4.179 -2.023 -6.971 0.114
H 6.023 -3.561 -6.439 0.102
H 6.372 -4.304 -4.079 0.098
H 4.844 -3.479 -2.322 0.112
H 3.350 -1.052 -1.899 0.127
H 2.827 -2.715 -1.691 0.105
C -6.741 1.311 1.797 -0.111
C -5.639 1.995 0.991 -0.266
C -4.441 2.412 1.846 -0.282
C -3.557 1.206 2.195 -0.290
Ge -2.083 1.610 3.315 0.914
C -2.465 1.703 5.172 -0.286
C -3.026 3.057 5.655 -0.259
C -2.087 4.249 5.379 -0.268
C -2.504 5.087 4.164 -0.119
H -7.558 0.975 1.155 0.073
H -7.162 1.995 2.544 0.074
H -6.367 0.425 2.322 0.044
H -6.051 2.875 0.490 0.104
H -5.287 1.315 0.204 0.102
H -4.801 2.911 2.755 0.099
H -3.851 3.160 1.307 0.090
H -3.179 0.754 1.277 0.044
H -4.127 0.426 2.707 0.063
H -1.140 2.712 2.806 0.024
H -1.567 1.434 5.721 0.060
H -3.188 0.901 5.351 0.083
H -3.232 2.978 6.724 0.103
H -3.995 3.252 5.178 0.098
H -1.067 3.877 5.230 0.090
H -2.046 4.897 6.256 0.102
H -2.589 4.489 3.252 0.029
H -1.791 5.887 3.949 0.073
H -3.482 5.549 4.334 0.077
```

Summary:
Highest occupied orbital energy (eV): -7.29
Calculated total energy (Ha): -16710.0310
Energy relative to the best compared isomer or geometry (same formula, charge and spin) (kcal/mol): 47.9
Maximum force (eV/A): 3.43
Kohn-Sham gap (eV): 6.991